(1)
# C5H7IO2

A cluster of 2 separate species, C5H7IO2 in total at a distorted geometry (ωB97M-V with the def2-TZVPD basis set, the Open Molecules 2025 dataset).

- Relative energy (zero: lowest compared OMol25 entry of this formula, charge and spin): 220.6 kJ/mol
- SMILES string: IC1=CC1.COC=O
- HOMO level: -9.218 eV
- Frontier orbital gap: 9.51 eV
- Calculated total energy: -17490.1086 eV

Geometry as XYZ:
```
15
Properties=species:S:1:pos:R:3:nbo_charge:R:1
I -0.28787 0.48790 3.03945 0.23
C 0.39594 -1.30254 2.28957 -0.18
C 0.71386 -2.55017 2.28610 -0.20
C 1.24734 -1.75327 1.11466 -0.44
H 0.86697 -3.45576 2.81607 0.23
H 2.32995 -1.28789 1.09718 0.17
H 0.88717 -2.10722 0.17581 0.19
C -1.46869 2.08616 -0.86028 -0.31
O -0.50874 1.20536 -0.23534 -0.52
C 0.78931 1.57864 -0.33800 0.65
O 1.23784 2.39853 -1.10923 -0.58
H -2.51554 1.62912 -0.57708 0.21
H -1.44577 1.99851 -2.04258 0.19
H -1.29661 3.21688 -0.72869 0.22
H 1.31569 0.96379 0.42342 0.13
```

---

(2)
# C5H7IrO4

A structure of composition C5H7IrO4 at a distorted geometry (ωB97M-V with the def2-TZVPD basis set, the Open Molecules 2025 dataset).

- Charge: +1
- Spin multiplicity: 6
- Relative energy (zero: lowest compared OMol25 entry of this formula, charge and spin): 497.9 kJ/mol
- <S²>: 8.76
- HOMO level (alpha / beta): -12.215 / -14.535 eV
- Frontier orbital gap (alpha / beta): 6.04 / 6.80 eV
- Calculated total energy: -16307.4222 eV

Geometry as XYZ:
```
17
Properties=species:S:1:pos:R:3:nbo_charge:R:1
O 2.57014 0.05073 1.09662 -0.71
C 1.88190 -0.70603 0.36810 0.95
O 0.74377 0.10915 -0.10031 -0.65
O 1.95293 -1.85861 0.04157 -0.51
Ir 1.58526 1.79500 0.94293 0.80
C -0.97586 0.19571 -1.65470 -0.53
C -0.32914 -0.49550 -0.59814 0.81
H -0.41805 1.04373 -2.07318 0.28
H -1.64920 -0.40141 -2.27567 0.30
O -3.91776 -0.16551 1.05330 -0.70
C -2.74280 -0.54994 0.36672 -0.07
C -1.94640 0.64057 -0.16540 -0.57
H -4.16208 -0.85182 1.67894 0.50
H -3.03550 -1.23213 -0.44994 0.21
H -2.11712 -1.12412 1.07193 0.19
H -1.39191 1.59342 -0.09409 0.31
H -2.74320 1.40053 -0.03089 0.37
```

---

(3)
# C5H7N

A structure of composition C5H7N at a distorted geometry (ωB97M-V with the def2-TZVPD basis set, the Open Molecules 2025 dataset).

- Relative energy (zero: lowest compared OMol25 entry of this formula, charge and spin): 575.1 kJ/mol
- HOMO level (alpha / beta): -7.535 / -7.534 eV
- Frontier orbital gap (alpha / beta): 8.15 / 8.15 eV
- Calculated total energy: -6782.5526 eV

Geometry as XYZ:
```
13
Properties=species:S:1:pos:R:3:nbo_charge:R:1
C -1.73975 -0.56864 -0.24833 -0.39
N -0.62358 0.17559 0.31466 -0.52
C -0.06950 1.26309 1.00901 -0.13
C 0.39167 0.30268 -0.57960 -0.07
C 1.56198 -0.44030 -0.38915 -0.06
C 2.64148 -0.95846 -0.15792 -0.22
H -1.44194 -1.45655 -0.88596 0.21
H -2.30484 0.08227 -0.93130 0.17
H -2.28185 -0.94704 0.60131 0.21
H -0.60151 2.22522 1.17446 0.19
H 0.79880 1.09057 1.68510 0.19
H 0.09113 0.63451 -1.57593 0.20
H 3.57791 -1.40293 -0.01635 0.23
```

---

(4)
# C5H7N

An isolated molecule of C5H7N at a distorted geometry (ωB97M-V with the def2-TZVPD basis set, the Open Molecules 2025 dataset).

- Relative energy (zero: lowest compared OMol25 entry of this formula, charge and spin): 294.9 kJ/mol
- SMILES string: C=CC1=NCC1
- HOMO level: -9.230 eV
- Frontier orbital gap: 9.73 eV
- Calculated total energy: -6785.4565 eV

Geometry as XYZ:
```
13
Properties=species:S:1:pos:R:3:nbo_charge:R:1
C -2.41481 -0.15173 0.05229 -0.33
C -1.43409 0.79925 0.02134 -0.25
C -0.00532 0.54941 -0.10944 0.25
N 1.05070 1.28692 -0.05725 -0.38
C 2.07380 0.18503 0.04571 -0.24
C 0.84766 -0.87134 0.01107 -0.47
H -3.48032 0.12609 0.24196 0.21
H -2.15138 -1.21166 -0.09814 0.20
H -1.72827 1.74827 -0.07675 0.21
H 2.70867 0.33217 0.86682 0.20
H 2.73227 0.08188 -0.83344 0.19
H 0.98210 -1.56074 0.83958 0.22
H 0.81897 -1.31355 -0.90376 0.20
```

---

(5)
# C5H7N

An isolated molecule of C5H7N at a distorted geometry (ωB97M-V with the def2-TZVPD basis set, the Open Molecules 2025 dataset).

- Relative energy (zero: lowest compared OMol25 entry of this formula, charge and spin): 153.7 kJ/mol
- SMILES string: C[C@@H]1C[C@H]1C#N
- HOMO level: -10.923 eV
- Frontier orbital gap: 11.84 eV
- Calculated total energy: -6786.9196 eV

Geometry as XYZ:
```
13
Properties=species:S:1:pos:R:3:nbo_charge:R:1
C -0.71105 1.19331 -0.92078 -0.60
C -0.49738 -0.11123 -0.23863 -0.23
C -0.27335 -0.12305 1.21969 -0.40
C 0.84660 -0.38359 0.23902 -0.33
C 1.49996 -1.72319 0.13894 0.29
N 1.89824 -2.76715 -0.14559 -0.32
H 0.12527 1.88968 -0.46739 0.20
H -0.70054 1.07283 -2.10598 0.23
H -1.65813 1.70684 -0.62306 0.22
H -1.08674 -0.90155 -0.66293 0.23
H -0.57199 -1.06318 1.75477 0.23
H -0.43878 0.79373 1.77586 0.23
H 1.56789 0.41654 0.03608 0.25
```

---

(6)
# C5H7N

An isolated molecule of C5H7N (ωB97M-V with the def2-TZVPD basis set, the Open Molecules 2025 dataset).

- Relative energy (zero: lowest compared OMol25 entry of this formula, charge and spin): 270.8 kJ/mol
- SMILES string: C=C=C[C@H]1CN1
- HOMO level: -9.100 eV
- Frontier orbital gap: 10.13 eV
- Calculated total energy: -6785.7056 eV

Geometry as XYZ:
```
13
Properties=species:S:1:pos:R:3:nbo_charge:R:1
C -2.44516 -0.40822 0.59386 -0.48
C -1.41820 0.12829 -0.01086 0.08
C -0.43115 0.71775 -0.63587 -0.30
C 0.95950 0.20000 -0.79769 -0.11
C 1.89468 0.17961 0.35788 -0.25
N 1.38708 -1.06218 -0.21554 -0.57
H -2.65502 -0.20744 1.64208 0.22
H -3.14233 -1.05007 0.05967 0.22
H -0.63676 1.68414 -1.09536 0.23
H 1.38198 0.39139 -1.78338 0.21
H 1.50275 0.51118 1.31764 0.20
H 2.95533 0.36588 0.20219 0.20
H 0.64729 -1.45033 0.36539 0.36
```

---

(7)
# C5H7N

An isolated molecule of C5H7N (ωB97M-V with the def2-TZVPD basis set, the Open Molecules 2025 dataset).

- Relative energy (zero: lowest compared OMol25 entry of this formula, charge and spin): 538.4 kJ/mol
- HOMO level: -7.671 eV
- Frontier orbital gap: 7.66 eV
- Calculated total energy: -6782.9324 eV

Geometry as XYZ:
```
13
Properties=species:S:1:pos:R:3:nbo_charge:R:1
C -1.72183 -0.38562 -0.50735 -0.42
N -0.70355 -0.34985 0.52173 -0.33
C -0.24298 0.66710 1.47847 -0.27
C 0.56420 -0.02640 0.46622 0.41
C 1.71880 -0.02606 -0.27893 -0.51
C 1.88980 -0.94036 -1.32768 -0.25
H -1.30873 -0.93536 -1.35497 0.25
H -1.99949 0.62894 -0.82819 0.20
H -2.60319 -0.89237 -0.11322 0.21
H -0.46298 1.72273 1.30332 0.20
H -0.24735 0.34844 2.51815 0.21
H 2.32271 0.82883 0.02392 0.19
H 2.79460 -0.64004 -1.90146 0.11
```

---

(8)
# C5H7N

An isolated molecule of C5H7N at a distorted geometry (ωB97M-V with the def2-TZVPD basis set, the Open Molecules 2025 dataset).

- Relative energy (zero: lowest compared OMol25 entry of this formula, charge and spin): 400.5 kJ/mol
- HOMO level: -7.513 eV
- Frontier orbital gap: 8.41 eV
- Calculated total energy: -6784.3621 eV

Geometry as XYZ:
```
13
Properties=species:S:1:pos:R:3:nbo_charge:R:1
C 1.43487 0.02851 0.32411 -0.62
C -0.33568 1.17248 -0.75607 0.12
N -0.28270 2.31086 -0.08324 -0.74
C -1.43759 -2.29236 -0.26973 -0.47
C -0.14537 -0.05286 -0.07074 -0.23
C -0.76812 -1.18036 -0.23995 0.11
H -0.03375 2.40850 0.90360 0.36
H -0.43282 3.17658 -0.57691 0.39
H 1.81133 -0.99141 0.32109 0.22
H 1.57278 0.38029 1.34511 0.21
H 2.06740 0.61266 -0.33525 0.22
H -2.14528 -2.56099 0.50460 0.22
H -1.30508 -3.01189 -1.06663 0.22
```

---

(9)
# C5H7N

A structure of composition C5H7N (ωB97M-V with the def2-TZVPD basis set, the Open Molecules 2025 dataset).

- Relative energy (zero: lowest compared OMol25 entry of this formula, charge and spin): 390.0 kJ/mol
- HOMO level: -8.067 eV
- Frontier orbital gap: 9.16 eV
- Calculated total energy: -6784.4708 eV

Geometry as XYZ:
```
13
Properties=species:S:1:pos:R:3:nbo_charge:R:1
C -0.52844 0.25726 -1.20200 -0.56
C 0.27408 -0.99551 -0.92462 -0.17
C 0.34627 -1.21953 0.38856 -0.24
C -0.34826 -0.09770 1.11859 -0.19
N 0.52042 1.10597 1.11505 -0.70
C -1.01140 0.79921 0.14091 -0.06
H -1.43070 0.04656 -1.79177 0.24
H 0.02199 1.01163 -1.78223 0.23
H 0.73091 -1.60833 -1.69673 0.21
H 0.84017 -2.05368 0.87764 0.22
H -0.75417 -0.30359 2.11003 0.21
H 1.31075 1.06566 0.48463 0.39
H 0.02837 1.99204 1.16196 0.43
```

---

(10)
# C5H7N

An isolated molecule of C5H7N (ωB97M-V with the def2-TZVPD basis set, the Open Molecules 2025 dataset).

- Relative energy (zero: lowest compared OMol25 entry of this formula, charge and spin): 538.7 kJ/mol
- HOMO level: -8.453 eV
- Frontier orbital gap: 8.12 eV
- Calculated total energy: -6782.9298 eV

Geometry as XYZ:
```
13
Properties=species:S:1:pos:R:3:nbo_charge:R:1
C -1.37441 -1.33758 -0.76484 -0.46
C 1.51959 -0.38229 0.94877 -0.12
C -0.28532 -0.64123 -1.06215 0.00
N -0.01177 0.69033 -0.66289 -0.37
C -0.40932 1.10438 0.61382 -0.15
C 1.09309 0.83300 0.33408 -0.28
H -2.15370 -0.94547 -0.11851 0.19
H -1.49300 -2.35038 -1.13284 0.21
H 2.52611 -0.22579 1.37929 0.11
H 0.50667 -1.04326 -1.68752 0.20
H -0.94250 0.40916 1.25820 0.22
H -0.66384 2.15635 0.72431 0.22
H 1.68841 1.73280 0.17027 0.21
```